{
  "formula": "C18H22MgS3Te",
  "method": "wB97M-V/def2-TZVPD",
  "energy_ev": -64253.974,
  "orbital_gap_ev": 9.1,
  "e_lumo_ev": -5.7,
  "max_force_ha_per_bohr": 0.003,
  "e_above_lowest_kj_mol": 6.0,
  "charge": 2,
  "elements": ["Mg", "C", "C", "S", "C", "C", "S", "C", "C", "S", "H", "H", "H", "H", "H", "H", "H", "H", "H", "H", "H", "H", "Te", "C", "C", "C", "C", "C", "C", "C", "C", "C", "C", "C", "C", "H", "H", "H", "H", "H", "H", "H", "H", "H", "H"],
  "coordinates": [[0.29776, -0.03347, 0.59234], [3.12291, -0.91063, -1.07626], [2.01488, -0.70039, -2.10216], [0.30662, -1.13878, -1.66568], [0.30620, -2.90758, -1.26177], [0.97399, -3.34985, 0.04057], [0.38832, -2.41708, 1.48952], [1.90288, -2.13594, 2.45540], [3.12101, -1.58674, 1.71117], [2.82928, -0.17952, 0.57894], [4.03047, -0.44445, -1.45874], [3.34621, -1.96491, -0.93600], [2.27655, -1.23152, -3.01842], [1.93127, 0.35581, -2.36701], [0.74000, -3.44960, -2.10280], [-0.75589, -3.15959, -1.25013], [2.05416, -3.26121, -0.01660], [0.74464, -4.40161, 0.20851], [2.18227, -3.06655, 2.94972], [1.58459, -1.44957, 3.24259], [3.62767, -2.35788, 1.13389], [3.84332, -1.23634, 2.44789], [-1.09877, 1.70495, 2.31460], [-2.89000, 1.14581, 1.37599], [-3.79546, 2.13097, 0.99591], [-4.97098, 1.76265, 0.35829], [-5.24401, 0.42297, 0.11219], [-4.34581, -0.55975, 0.50593], [-3.16501, -0.20021, 1.13998], [-0.12112, 2.36374, 0.51197], [1.10368, 3.02842, 0.61268], [1.76043, 3.43735, -0.53776], [1.21232, 3.18286, -1.79120], [0.00147, 2.51441, -1.89676], [-0.67046, 2.09927, -0.74703], [-3.59529, 3.17669, 1.19313], [-5.68014, 2.52405, 0.06331], [-6.16790, 0.14343, -0.37570], [-4.57155, -1.60361, 0.33447], [-2.48752, -0.97333, 1.49078], [1.53354, 3.25256, 1.58206], [2.69521, 3.97606, -0.45546], [1.72133, 3.52864, -2.68123], [-0.44702, 2.33832, -2.86610], [-1.64604, 1.63115, -0.83502]],
  "forces_ev_per_a": [[-0.06, -0.08, -0.10], [-0.02, -0.01, -0.01], [0.03, 0.01, -0.03], [0.02, 0.02, -0.03], [-0.01, -0.05, 0.05], [-0.01, 0.04, -0.08], [0.00, 0.00, 0.09], [0.06, 0.02, 0.01], [-0.02, -0.02, -0.01], [0.03, 0.02, 0.05], [0.00, 0.01, -0.01], [-0.01, 0.00, 0.01], [-0.01, -0.02, 0.01], [-0.01, 0.01, 0.01], [0.03, 0.02, 0.00], [0.00, 0.01, 0.00], [0.00, 0.01, 0.02], [-0.02, 0.00, 0.01], [-0.01, -0.01, -0.01], [-0.01, 0.00, -0.01], [-0.01, 0.00, -0.01], [-0.01, 0.00, 0.01], [0.07, 0.07, 0.04], [-0.07, -0.11, -0.05], [0.03, 0.07, 0.01], [-0.01, -0.03, -0.01], [0.01, -0.02, 0.00], [-0.05, 0.05, -0.02], [0.11, -0.04, 0.05], [-0.06, -0.03, -0.05], [0.02, 0.00, 0.05], [0.02, 0.02, -0.01], [-0.02, -0.01, -0.01], [0.02, 0.02, 0.05], [-0.02, 0.04, 0.00], [0.00, 0.00, 0.01], [0.00, 0.00, 0.00], [0.00, 0.00, 0.00], [0.00, 0.00, 0.00], [-0.02, 0.01, -0.01], [0.00, 0.00, 0.00], [0.00, 0.00, 0.01], [-0.01, 0.00, -0.01], [0.01, 0.00, -0.01], [0.01, -0.01, -0.01]]
}